47
Properties=species:S:1:pos:R:3:forces:R:3 method="wB97M-V/def2-TZVPD" de_lowest_kj_mol=76.8 gap_ev="6.19 / 5.71" e_lumo_ev="-8.56 / -9.24" charge=+2 molar_mass_g_mol=526.734 e_tot_ha=-2056.63247 largest_force_ev_per_a=2.98
C 0.380320 0.077986 -4.012203 -0.7 -0.5 -0.8
C 1.151269 0.313777 -2.787375 2.6 0.3 0.9
H 1.035590 -0.118438 -4.879721 -0.1 0.2 0.4
H -0.259035 0.951073 -4.229737 0.2 -0.3 0.2
H -0.296466 -0.785531 -3.853075 0.3 0.5 -0.1
O 2.298469 0.533282 -2.537475 -2.5 -0.4 -0.5
Cl -2.609581 0.115669 -1.695371 1.2 -0.1 0.7
Bi -0.311895 0.058952 -0.588393 -1.0 0.1 0.6
P -0.184194 2.737745 -0.431846 -0.3 0.6 0.8
C 1.387223 3.396817 0.178750 0.3 0.1 0.0
C -0.568875 3.456037 -2.040489 0.0 -0.1 -0.3
H -0.754253 4.534895 -1.934946 0.1 -0.3 0.0
H -1.763593 4.187983 0.670434 0.1 -0.2 0.1
H -1.461526 2.970541 -2.461003 0.2 0.2 0.2
H -2.392493 2.517606 0.523974 0.2 0.2 0.0
H 2.215726 3.076742 -0.467644 -0.2 0.1 0.1
H 0.274962 3.296647 -2.725877 -0.2 0.2 0.1
C -1.501554 3.123958 0.740737 -0.2 0.2 0.1
H 1.364710 4.498342 0.197645 -0.1 -0.3 0.0
H -1.181275 2.885463 1.762655 0.0 0.0 -0.3
H 1.588857 3.037065 1.196761 -0.2 0.1 -0.2
P -0.012310 -2.648696 -0.635744 -0.4 -0.7 0.6
C 1.551108 -3.231225 0.069444 0.3 0.0 0.0
C -1.377645 -3.217204 0.406135 -0.2 -0.1 0.1
H -1.167388 -2.954728 -2.733386 0.3 -0.2 0.2
H -0.256237 -4.430079 -2.258608 0.0 0.3 0.0
H 0.611513 -3.007574 -2.932961 -0.2 -0.2 0.1
C -0.227146 -3.330115 -2.297778 0.0 0.2 -0.3
H -2.250986 -2.555410 0.298232 0.3 -0.2 0.0
H -1.663454 -4.234624 0.110370 0.1 0.2 0.1
H 1.589819 -4.331037 0.057775 -0.1 0.3 0.0
H 1.652055 -2.884254 1.107182 -0.1 -0.1 -0.3
H -1.070026 -3.207399 1.458993 0.0 0.0 -0.3
H 2.406110 -2.846835 -0.503872 -0.2 -0.1 0.1
C 2.385222 0.091969 0.485098 2.8 -0.3 0.9
O 3.458659 0.015343 0.862348 -2.7 0.2 -0.9
C 0.517817 0.765506 3.294926 -0.2 0.1 0.2
C -0.287771 -0.387141 2.708018 1.0 -0.7 0.2
C -1.289015 -1.002789 3.690015 -0.2 0.2 0.0
O -0.965598 0.013985 1.536356 -0.3 0.4 -2.3
H -0.133151 1.609070 3.563647 0.1 -0.2 0.0
H 1.264964 1.135240 2.582901 -0.1 -0.1 0.1
H 1.047522 0.452952 4.202157 -0.1 0.1 -0.2
H 0.432293 -1.197797 2.459257 -0.1 0.2 0.0
H -2.036574 -0.265981 4.009136 0.2 -0.1 -0.1
H -1.818259 -1.852889 3.246840 0.1 0.2 0.0
H -0.773900 -1.364880 4.587703 0.0 0.1 -0.2

=====

49
Properties=species:S:1:pos:R:3:forces:R:3 method="wB97M-V/def2-TZVPD" de_lowest_kj_mol=389.4 gap_ev=7.31 e_lumo_ev=-4.21 charge=+1 molar_mass_g_mol=361.767 e_tot_ha=-2026.84216 largest_force_ev_per_a=7.89
C 2.352635 2.360920 2.480638 -1.1 -0.6 0.5
C 1.974366 1.172970 1.373935 2.6 0.5 2.5
O 0.857539 1.589069 0.467907 0.7 -0.9 1.4
N 0.170381 0.458415 0.231473 -1.3 -6.3 -2.8
C 0.899737 -0.688450 -0.484542 -3.3 -1.5 0.4
N 0.011104 -1.903587 -0.633043 -0.6 7.2 3.3
C -1.286199 -1.433009 0.004036 1.7 1.7 0.9
P -2.766736 -2.623572 0.104301 -0.4 -1.3 -1.3
O -2.140473 -4.167826 -0.511862 1.1 2.6 3.4
Cl -3.296798 -3.063994 2.141146 1.1 0.3 -1.1
C -1.290093 0.093606 0.568766 3.5 -4.8 -3.6
P -2.547278 1.229741 1.407797 0.3 1.3 0.2
C -2.872446 2.631245 0.090395 -1.1 -0.6 -0.8
C -4.260005 0.466108 1.692506 -2.2 -0.6 0.3
C -4.683594 0.439159 3.305066 -0.8 -0.2 -0.4
H 3.388015 2.121806 3.022518 -2.2 0.5 -1.6
H 2.307655 3.441490 2.032676 0.3 -2.2 0.8
H 1.519350 2.274344 3.323154 1.8 0.4 -1.8
H 1.685847 0.225185 2.034604 0.3 2.0 -1.8
H 2.954565 0.932714 0.758831 -2.2 0.5 0.9
H 1.990618 -0.748978 -0.905454 -2.4 0.8 1.0
H 0.188246 -2.855724 -1.054192 -0.2 1.6 0.6
H -1.538967 -4.466786 0.257454 -1.2 0.0 -1.7
H -1.939980 3.321680 -0.072000 -2.0 -1.5 0.3
H -3.829224 3.240396 0.454072 2.3 -1.2 -0.5
H -3.221513 2.054814 -0.879532 1.0 1.6 1.7
H -4.441708 -0.600618 1.259530 0.5 2.0 0.7
H -5.077440 1.170478 1.181635 2.0 -1.4 0.8
H -5.858090 0.251798 3.336179 2.5 0.4 -0.1
H -4.513605 1.485378 3.807291 0.0 -2.2 -0.9
H -4.190291 -0.461624 3.884618 -0.8 2.1 -1.2
C 5.310743 -2.466969 -0.718780 0.3 0.0 0.0
C 4.636237 -3.224398 0.406166 0.1 0.0 -0.4
O 3.757280 -2.361797 1.113015 -0.6 0.4 0.1
H 5.873002 -1.613809 -0.325256 0.0 -0.2 0.0
H 5.995236 -3.116923 -1.270983 -0.1 0.1 0.0
H 4.567633 -2.064752 -1.415061 0.0 -0.1 -0.1
H 5.380686 -3.605754 1.111258 -0.3 0.1 0.0
H 4.061298 -4.071458 0.019641 0.2 -0.1 0.0
H 3.095076 -2.035215 0.480049 0.4 -0.3 0.4
C 0.178752 1.154188 -4.011834 0.1 -0.2 -0.1
C -0.859629 2.256704 -4.031442 0.3 0.0 0.0
O -1.220962 2.606364 -2.703489 0.0 0.1 0.5
H -0.207696 0.270874 -3.492898 -0.1 0.1 -0.1
H 0.464885 0.869915 -5.028307 0.1 0.0 0.1
H 1.074455 1.475276 -3.470155 0.0 0.1 -0.1
H -1.761194 1.924267 -4.554373 0.0 0.1 0.2
H -0.476204 3.148113 -4.537250 0.0 -0.1 -0.2
H -0.415215 2.908225 -2.250204 -0.4 -0.1 -0.3

=====

47
Properties=species:S:1:pos:R:3:forces:R:3 method="wB97M-V/def2-TZVPD" de_lowest_kj_mol=248.0 gap_ev=9.11 e_lumo_ev=0.31 smiles="N[C@H]1CNC(=O)C1.COCCOC.COCCOC" molar_mass_g_mol=280.365 e_tot_ha=-959.52608 largest_force_ev_per_a=8.55
N -2.361353 -3.246775 -0.698042 -0.2 0.1 1.7
C -1.004593 -2.844026 -0.136457 -0.1 0.9 -0.7
C -0.209496 -2.418639 -1.545381 -1.0 1.5 0.9
N 0.078162 -0.927077 -1.332229 -0.5 0.4 0.3
C -0.966028 -0.314682 -0.423265 -0.6 3.1 -0.2
O -1.605745 0.849668 -0.603317 4.2 -7.4 1.1
C -1.143026 -1.455446 0.779483 -1.3 0.6 -2.0
H -2.938683 -3.710280 0.040394 0.7 0.6 -0.8
H -2.921851 -2.395731 -0.982877 1.1 -1.1 0.5
H -0.417205 -3.675174 0.441341 -1.5 1.4 -1.2
H -1.067264 -2.349712 -2.373060 2.2 -1.0 1.6
H 0.741852 -3.080843 -1.828012 -2.2 1.7 0.6
H 1.077222 -0.661694 -1.185569 -1.5 0.0 -0.1
H -0.331529 -1.333647 1.623358 -1.8 -0.1 -1.8
H -2.274494 -1.297039 1.096970 2.6 -0.7 0.0
C -4.509081 5.977316 -1.482630 0.0 -0.1 0.3
O -3.900174 5.032602 -0.607635 0.0 0.1 -0.5
C -3.422717 3.878066 -1.302706 0.4 0.1 0.5
C -1.910760 3.954395 -1.538940 -0.3 -0.1 -0.6
O -1.575643 5.017004 -2.437444 -0.1 0.2 0.5
C -1.099080 6.172347 -1.755760 0.0 -0.1 -0.3
H -4.601285 6.926379 -0.948658 0.0 -0.1 0.0
H -3.918842 6.145327 -2.386490 0.0 -0.1 0.0
H -5.512486 5.632688 -1.754080 0.0 0.1 -0.1
H -3.962770 3.739540 -2.247175 0.1 0.1 0.0
H -3.632769 3.011482 -0.669029 0.1 0.0 0.0
H -1.583032 3.022543 -2.011402 -0.1 0.1 0.1
H -1.366377 4.057991 -0.592562 -0.2 0.0 0.0
H -0.064652 6.010025 -1.438776 0.0 0.1 0.1
H -1.714339 6.420804 -0.887756 0.0 -0.1 0.0
H -1.124349 7.014395 -2.451379 0.0 -0.1 0.0
C 5.471120 -4.104084 1.653246 0.2 0.1 0.2
O 5.089802 -2.841558 2.191292 -0.4 -0.2 -0.4
C 4.193401 -2.133454 1.331585 -0.1 0.0 0.6
C 2.742815 -2.265771 1.806917 0.2 -0.4 -0.5
O 2.277720 -3.614826 1.695174 0.2 0.3 0.3
C 2.302445 -4.301036 2.942221 -0.1 -0.1 -0.1
H 5.920931 -4.694601 2.455311 0.0 0.2 0.0
H 4.619062 -4.658083 1.252425 0.0 0.1 0.0
H 6.220210 -3.957381 0.867995 -0.1 -0.1 -0.1
H 4.300238 -2.470054 0.293243 -0.1 -0.1 0.1
H 4.477469 -1.077776 1.370121 0.0 0.0 0.0
H 2.105431 -1.654499 1.159568 0.0 0.0 0.0
H 2.626795 -1.897307 2.833313 0.1 -0.1 -0.1
H 1.455746 -3.977877 3.555033 0.0 0.0 0.1
H 3.234857 -4.132297 3.486133 0.0 0.1 -0.1
H 2.204345 -5.371199 2.745508 0.0 0.1 -0.1

=====

Repeat the first record exactly.
47
Properties=species:S:1:pos:R:3:forces:R:3 method="wB97M-V/def2-TZVPD" de_lowest_kj_mol=76.8 gap_ev="6.19 / 5.71" e_lumo_ev="-8.56 / -9.24" charge=+2 molar_mass_g_mol=526.734 e_tot_ha=-2056.63247 largest_force_ev_per_a=2.98
C 0.380320 0.077986 -4.012203 -0.7 -0.5 -0.8
C 1.151269 0.313777 -2.787375 2.6 0.3 0.9
H 1.035590 -0.118438 -4.879721 -0.1 0.2 0.4
H -0.259035 0.951073 -4.229737 0.2 -0.3 0.2
H -0.296466 -0.785531 -3.853075 0.3 0.5 -0.1
O 2.298469 0.533282 -2.537475 -2.5 -0.4 -0.5
Cl -2.609581 0.115669 -1.695371 1.2 -0.1 0.7
Bi -0.311895 0.058952 -0.588393 -1.0 0.1 0.6
P -0.184194 2.737745 -0.431846 -0.3 0.6 0.8
C 1.387223 3.396817 0.178750 0.3 0.1 0.0
C -0.568875 3.456037 -2.040489 0.0 -0.1 -0.3
H -0.754253 4.534895 -1.934946 0.1 -0.3 0.0
H -1.763593 4.187983 0.670434 0.1 -0.2 0.1
H -1.461526 2.970541 -2.461003 0.2 0.2 0.2
H -2.392493 2.517606 0.523974 0.2 0.2 0.0
H 2.215726 3.076742 -0.467644 -0.2 0.1 0.1
H 0.274962 3.296647 -2.725877 -0.2 0.2 0.1
C -1.501554 3.123958 0.740737 -0.2 0.2 0.1
H 1.364710 4.498342 0.197645 -0.1 -0.3 0.0
H -1.181275 2.885463 1.762655 0.0 0.0 -0.3
H 1.588857 3.037065 1.196761 -0.2 0.1 -0.2
P -0.012310 -2.648696 -0.635744 -0.4 -0.7 0.6
C 1.551108 -3.231225 0.069444 0.3 0.0 0.0
C -1.377645 -3.217204 0.406135 -0.2 -0.1 0.1
H -1.167388 -2.954728 -2.733386 0.3 -0.2 0.2
H -0.256237 -4.430079 -2.258608 0.0 0.3 0.0
H 0.611513 -3.007574 -2.932961 -0.2 -0.2 0.1
C -0.227146 -3.330115 -2.297778 0.0 0.2 -0.3
H -2.250986 -2.555410 0.298232 0.3 -0.2 0.0
H -1.663454 -4.234624 0.110370 0.1 0.2 0.1
H 1.589819 -4.331037 0.057775 -0.1 0.3 0.0
H 1.652055 -2.884254 1.107182 -0.1 -0.1 -0.3
H -1.070026 -3.207399 1.458993 0.0 0.0 -0.3
H 2.406110 -2.846835 -0.503872 -0.2 -0.1 0.1
C 2.385222 0.091969 0.485098 2.8 -0.3 0.9
O 3.458659 0.015343 0.862348 -2.7 0.2 -0.9
C 0.517817 0.765506 3.294926 -0.2 0.1 0.2
C -0.287771 -0.387141 2.708018 1.0 -0.7 0.2
C -1.289015 -1.002789 3.690015 -0.2 0.2 0.0
O -0.965598 0.013985 1.536356 -0.3 0.4 -2.3
H -0.133151 1.609070 3.563647 0.1 -0.2 0.0
H 1.264964 1.135240 2.582901 -0.1 -0.1 0.1
H 1.047522 0.452952 4.202157 -0.1 0.1 -0.2
H 0.432293 -1.197797 2.459257 -0.1 0.2 0.0
H -2.036574 -0.265981 4.009136 0.2 -0.1 -0.1
H -1.818259 -1.852889 3.246840 0.1 0.2 0.0
H -0.773900 -1.364880 4.587703 0.0 0.1 -0.2